ORCA calculation (ωB97M-V/def2-TZVPD) on a molecular structure, C14H52F2InNO18S2 in a non-equilibrium geometry.

Structure (XYZ):
```
90
Properties=species:S:1:pos:R:3:forces:R:3
In -12.1549 -16.2518 -28.7982 0.3 -0.1 0.8
O -12.0002 -20.8094 -31.8530 2.1 0.7 1.3
C -10.8016 -20.8295 -31.3019 -3.3 -4.2 -2.6
C -10.3888 -19.6028 -30.3646 0.4 6.7 2.4
O -10.8027 -18.3565 -30.6901 0.8 -2.7 -0.3
H -10.0439 -20.9501 -32.0932 0.6 1.6 -0.1
H -10.6556 -21.7450 -30.7173 0.0 0.3 1.0
H -9.3280 -19.5486 -30.1052 0.5 -1.0 -1.0
H -10.8610 -19.7143 -29.3747 -1.0 -1.5 -0.3
N -9.8578 -15.8730 -27.0819 1.6 3.2 2.7
S -8.6429 -16.7844 -26.6921 0.9 -6.4 -2.8
O -8.8478 -17.5976 -25.5144 0.9 1.5 -0.6
O -7.3092 -16.5030 -27.1646 -1.7 0.6 1.2
F -9.1444 -17.8667 -27.8197 0.4 -0.2 -0.1
S -9.4073 -14.6949 -25.9302 -3.0 4.2 0.6
O -8.2847 -13.8479 -26.2474 -0.4 -1.6 0.0
O -9.6943 -15.0161 -24.5546 0.7 -0.5 -1.3
F -10.6233 -13.6928 -26.2672 0.3 -0.6 -0.2
C -7.7026 -16.6516 -30.9441 0.5 -0.3 0.5
O -7.9859 -17.8519 -31.6764 -0.1 0.7 0.1
H -6.6512 -16.3718 -31.0022 0.1 -0.5 -0.2
H -8.2262 -15.7507 -31.2700 -0.4 -0.3 -0.2
H -7.9118 -16.8797 -29.8970 0.0 0.5 0.2
H -8.8862 -18.0362 -31.3868 -0.1 -0.1 -0.4
C -10.9367 -12.4696 -23.0931 -0.7 0.7 -1.2
O -11.9217 -11.6842 -22.4685 -0.3 0.2 0.9
H -10.7560 -13.3560 -22.4911 0.2 0.1 -0.1
H -11.3310 -12.7333 -24.0815 0.2 -0.6 0.0
H -10.0479 -11.8715 -23.3234 0.4 -0.3 0.5
H -12.2045 -10.9580 -23.0445 0.1 -0.2 0.1
C -7.7131 -13.4353 -29.5200 -0.7 0.0 0.6
O -8.1424 -13.2077 -30.8549 0.4 0.0 -0.3
H -7.2902 -12.5010 -29.1543 0.1 -0.1 0.1
H -8.5504 -13.7054 -28.8715 -0.1 0.3 0.0
H -7.0126 -14.2567 -29.3524 0.3 0.1 -0.6
H -9.0097 -13.5819 -31.0119 0.0 -0.1 0.2
C -9.8178 -17.5778 -22.2142 0.6 -0.3 -0.1
O -9.5995 -18.6535 -23.1411 -0.4 0.5 0.5
H -10.5255 -16.8219 -22.5555 -0.1 -0.1 -0.2
H -10.1615 -17.9687 -21.2580 -0.2 -0.3 -0.2
H -8.8746 -17.0731 -21.9933 0.1 0.1 -0.1
H -9.2744 -18.2707 -23.9711 -0.1 0.0 0.4
C -8.0845 -10.8817 -25.5198 -0.3 0.2 -1.0
O -8.0731 -9.6218 -24.8612 -0.1 -0.3 0.4
H -8.8647 -10.9195 -26.2878 -0.2 0.0 0.1
H -7.1646 -11.0704 -26.0777 0.2 -0.1 0.3
H -8.2992 -11.6982 -24.8367 0.2 0.3 0.3
H -8.1524 -8.9175 -25.5082 0.1 -0.1 -0.1
C -7.2668 -20.5289 -25.7032 0.2 -0.2 0.3
O -7.3437 -20.6630 -24.2997 -0.4 0.0 0.3
H -6.2969 -20.0626 -25.8943 -0.1 -0.1 -0.8
H -7.3456 -21.5393 -26.1069 0.4 0.1 -0.1
H -8.0922 -19.9625 -26.1436 0.1 0.2 0.1
H -7.2681 -19.7803 -23.9232 -0.2 -0.1 0.2
C -6.6397 -14.7396 -23.4292 0.7 1.5 0.6
O -5.9384 -15.5100 -24.3783 -0.3 -0.5 0.0
H -7.1829 -13.8982 -23.8681 -0.5 -0.4 -0.3
H -7.2845 -15.3189 -22.7738 -0.1 -0.4 -0.5
H -5.9476 -14.2034 -22.7672 0.2 -0.3 0.2
H -5.2313 -14.9745 -24.7445 -0.1 0.1 0.0
C -13.7795 -12.7807 -27.1689 -1.1 -0.9 -0.2
O -12.7878 -13.3951 -27.9911 0.3 0.4 0.0
H -13.8856 -13.3281 -26.2325 0.4 0.0 0.0
H -13.6475 -11.7219 -26.9541 0.3 0.0 -0.2
H -14.7266 -12.9344 -27.6948 -0.2 0.4 0.1
H -12.3551 -12.6813 -28.4690 0.2 -0.2 -0.1
C -12.8696 -16.0617 -24.4543 -0.1 1.0 0.5
O -13.0835 -15.8974 -25.8632 -0.3 -0.5 -0.2
H -12.8644 -15.0584 -24.0187 0.3 -0.1 0.2
H -13.6993 -16.5727 -23.9638 0.1 -0.4 -0.2
H -11.9188 -16.5442 -24.2432 -0.1 -0.1 -0.2
H -14.0261 -16.0543 -25.9678 0.0 0.0 -0.3
C -11.6149 -9.9507 -25.3307 -0.1 0.4 -0.3
O -12.5913 -9.7490 -24.3208 -0.1 0.1 0.2
H -10.6305 -9.8140 -24.8839 0.0 -0.1 0.0
H -11.7060 -10.9488 -25.7664 0.1 0.0 0.0
H -11.7481 -9.1964 -26.1099 0.2 -0.1 -0.1
H -13.3666 -9.3264 -24.6933 -0.1 -0.1 0.0
C -11.7263 -19.4125 -26.0279 0.6 0.2 -0.2
O -12.4626 -18.8194 -27.0996 -0.4 0.4 -0.4
H -12.3456 -19.9148 -25.2858 -0.1 0.0 -0.1
H -10.9846 -20.0974 -26.4445 0.0 -0.2 0.2
H -11.1763 -18.5997 -25.5583 -0.1 -0.1 0.1
H -13.0621 -19.4532 -27.5036 0.1 -0.2 0.2
C -4.1454 -17.5914 -27.4331 -0.1 0.4 0.4
O -4.9195 -16.9633 -28.4233 -0.1 0.1 -0.6
H -3.9055 -16.8568 -26.6569 0.2 -0.2 0.2
H -4.6768 -18.4233 -26.9615 0.1 -0.1 0.0
H -3.2142 -17.9410 -27.8766 -0.1 -0.1 -0.1
H -5.7165 -16.6121 -28.0056 0.2 -0.2 -0.1
```
Positions in Å, forces in eV/Å.

ΔE to the lowest compared entry with this formula, charge and spin ... 11.5 kcal per mole
Highest occupied orbital energy ... -9.436 eV
E_LUMO ... -4.8 eV